C36H68O13 | ωB97M-V with the def2-TZVPD basis set

XYZ file:
```
117
Properties=species:S:1:pos:R:3:forces:R:3:mulliken_charge:R:1
C 0.9210 -3.7581 -1.4232 -0.7 -0.3 -0.6 1.297
C 1.9920 -4.5850 -0.7368 0.6 -0.1 -0.6 -0.552
C 1.5551 -6.0597 -0.8749 -0.5 1.2 0.6 -0.469
O 0.2954 -6.0262 -1.5385 0.1 -0.1 -0.9 -0.485
C -0.2686 -4.7200 -1.4021 0.0 -0.2 1.6 -0.404
H 1.1173 -3.5584 -2.4781 0.4 0.1 0.1 -0.314
H 0.7677 -2.8067 -0.9157 -0.3 0.0 -0.1 -0.683
H 2.0973 -4.2595 0.2963 0.3 -0.1 0.0 0.262
H 2.9212 -4.5034 -1.3025 0.3 0.4 0.5 0.313
H 1.4086 -6.4994 0.1152 0.2 -0.3 -0.1 0.216
H 2.3377 -6.5591 -1.4388 -0.5 -0.6 -0.2 0.336
H -0.7390 -4.6969 -0.4048 -0.1 0.2 0.0 0.121
H -1.0730 -4.5402 -2.1096 0.3 -0.2 -0.4 0.418
C -2.5816 5.8958 -0.7450 0.7 -0.1 -0.3 -0.447
C -1.0819 6.1549 -0.5034 0.2 -0.1 -0.3 -0.749
C -0.4164 4.8173 -0.9380 -0.6 0.2 0.1 -0.003
O -1.4664 4.0068 -1.4808 0.1 -0.3 0.1 -0.123
C -2.4998 4.8968 -1.8783 -0.1 -0.5 -0.5 -0.694
H -3.1693 6.7625 -1.0363 0.0 0.1 0.3 0.392
H -2.9622 5.4037 0.1492 -0.5 0.1 -0.1 0.131
H -0.8319 6.3877 0.5292 -0.1 0.1 0.0 0.340
H -0.7124 6.9543 -1.1459 0.0 0.1 0.1 0.318
H -0.0080 4.2704 -0.0892 0.2 0.0 -0.1 -0.093
H 0.3355 4.9940 -1.7111 0.2 -0.1 0.1 0.232
H -3.4137 4.3328 -2.0577 0.0 -0.1 0.2 0.382
H -2.2058 5.3089 -2.8563 -0.1 0.5 0.2 0.345
C -0.9989 2.0993 -6.2071 1.4 0.0 -0.7 -0.812
C -0.8935 2.2866 -4.6876 -1.2 -1.2 -0.9 -0.196
C 0.5922 2.2740 -4.3671 -0.9 -0.7 -0.6 0.540
O 1.1609 1.4569 -5.3912 0.6 -0.2 -0.2 -0.411
C 0.3618 1.3977 -6.5479 -1.1 1.4 -0.5 -0.472
H -1.0662 3.0584 -6.7238 0.0 0.0 0.0 0.352
H -1.7609 1.4362 -6.6128 -0.5 0.3 0.6 0.300
H -1.3235 1.3412 -4.3361 -0.1 0.3 0.7 0.148
H -1.4992 3.1307 -4.3723 0.2 0.0 0.4 0.094
H 0.7324 1.6708 -3.4725 0.4 0.7 0.4 -0.455
H 0.9972 3.2865 -4.3493 0.4 -0.2 0.2 0.328
H 0.1696 0.3848 -6.9060 0.4 -0.2 0.4 0.332
H 0.7966 1.9582 -7.3831 0.4 -0.2 0.1 0.245
C 0.9840 1.1606 0.2399 0.1 -0.1 -0.2 0.759
C 1.1383 0.3241 1.5028 0.3 -0.6 0.4 -0.977
C 0.1029 -0.8027 1.3519 -0.2 0.8 -0.7 1.038
O -0.8050 -0.3903 0.3120 -0.1 -0.5 -0.5 -0.539
C -0.4496 0.8699 -0.2301 0.7 0.9 1.0 -0.047
H 1.7031 0.8459 -0.5212 0.0 0.0 0.0 -0.477
H 1.1618 2.2213 0.4115 -0.1 0.0 0.0 -0.047
H 1.0314 0.9148 2.4127 -0.3 0.0 0.0 0.338
H 2.1080 -0.1723 1.5847 0.2 0.4 -0.1 0.405
H -0.5054 -0.9890 2.2373 0.3 -0.1 0.1 -0.677
H 0.5960 -1.7066 0.9868 -0.1 -0.2 0.3 -0.201
H -1.1315 1.6036 0.2152 0.0 0.2 -0.4 0.274
H -0.4519 0.9573 -1.3170 -0.6 -0.5 0.0 -0.139
C 0.6886 -4.0255 3.7949 1.1 0.5 0.3 -0.841
C -0.0061 -4.8983 2.7689 -0.3 0.6 -0.3 1.138
C -0.1300 -6.1872 3.5634 1.4 0.2 0.1 -0.728
O -0.4408 -5.7972 4.8969 -0.4 0.0 0.0 -0.467
C 0.1648 -4.4956 5.1599 -1.3 -0.8 -1.2 0.314
H 0.5405 -2.9608 3.6089 0.0 -0.1 0.1 0.174
H 1.7710 -4.1884 3.8063 0.0 0.0 -0.3 0.462
H 0.5108 -4.9638 1.8107 0.4 -0.3 0.2 -0.719
H -0.9393 -4.3929 2.4947 -0.1 -0.7 0.2 -0.082
H 0.8941 -6.5867 3.6528 -0.1 -0.4 -0.6 0.379
H -0.7719 -6.9562 3.1446 -0.4 0.1 0.4 0.371
H 0.9515 -4.5899 5.9021 -0.1 0.1 0.2 0.362
H -0.7190 -3.9301 5.4495 0.8 0.4 0.6 -0.408
C -2.2183 -2.8290 4.0441 0.2 -0.1 0.2 -0.148
C -3.0793 -2.0138 3.0941 0.6 -0.1 -0.1 -0.091
C -3.6173 -0.9022 4.0171 -0.3 -0.8 0.2 -0.314
O -3.3469 -1.3042 5.3708 0.1 0.1 0.4 -0.504
C -2.9080 -2.6417 5.3995 0.5 -0.3 -1.4 -0.829
H -1.2160 -2.3860 4.0449 -0.3 0.0 0.3 -0.077
H -2.0964 -3.8891 3.8078 -0.4 0.3 -0.1 0.738
H -3.7978 -2.6764 2.6105 -0.4 0.4 0.1 0.420
H -2.4459 -1.5853 2.3141 -0.3 0.0 -0.2 -0.310
H -4.6991 -0.8084 3.9211 0.0 0.4 -0.2 0.278
H -3.0960 0.0398 3.8700 -0.2 0.2 -0.2 0.301
H -3.7400 -3.3534 5.4422 -0.1 0.1 0.4 0.256
H -2.1648 -2.8514 6.1667 -0.5 0.4 0.6 0.416
C 3.5854 3.3332 2.7775 -0.4 -1.3 -0.3 0.052
C 5.0893 3.1064 2.5971 -0.5 0.2 0.6 -0.578
C 5.5509 4.4875 2.0712 0.3 -0.6 -0.3 -0.501
O 4.3956 5.2938 1.8462 -0.2 0.3 0.2 -0.478
C 3.2666 4.4427 1.7897 0.2 -0.6 0.8 -0.210
H 3.3633 3.5118 3.8304 -0.1 0.7 -0.1 0.374
H 2.9753 2.4507 2.5447 0.3 -0.1 -0.1 -0.304
H 5.3022 2.2918 1.9074 0.0 0.2 -0.2 0.280
H 5.4872 2.8175 3.5698 0.4 0.2 -0.1 0.300
H 6.0835 4.3071 1.1317 0.0 0.3 -0.1 0.278
H 6.2127 5.0263 2.7461 0.0 0.0 0.1 0.318
H 3.1783 4.0325 0.7776 -0.2 0.0 0.0 0.185
H 2.3304 4.8961 2.1175 0.2 0.7 -0.4 0.322
C 2.3513 -1.5367 -4.4342 -0.7 -0.1 0.4 -1.099
C 2.8530 -0.9513 -3.1239 0.1 0.0 -1.2 1.426
C 4.0803 -1.6533 -2.5440 -0.7 -0.8 0.5 -0.162
O 5.0355 -0.6315 -2.3352 0.2 0.0 0.3 -0.363
C 4.5429 0.5533 -2.7492 -0.8 0.2 -0.4 0.439
O 5.0527 1.6139 -2.6097 0.4 0.0 0.1 -0.539
O 3.3442 0.3817 -3.3639 0.1 -0.2 0.5 -0.282
H 3.1481 -1.9436 -5.0518 0.0 0.3 -0.2 0.453
H 1.7413 -0.7850 -4.9361 0.4 0.2 -0.2 -0.090
H 1.6315 -2.3354 -4.2312 0.3 -0.2 0.1 0.298
H 1.9984 -0.8918 -2.4471 0.2 0.1 0.3 -0.449
H 4.4765 -2.4461 -3.1797 0.1 0.3 -0.3 0.309
H 3.8062 -2.1522 -1.6102 0.3 0.3 0.2 0.095
C -5.0232 -0.3542 0.1041 0.9 0.1 -0.5 -1.632
C -4.1567 0.8937 0.1874 -0.5 -0.4 -0.6 1.694
C -4.2089 1.7561 -1.0879 0.2 -0.1 0.2 0.138
O -4.8200 2.9700 -0.6609 -0.2 0.3 -0.1 -0.357
C -5.0143 2.9767 0.6738 0.2 -1.1 -0.2 0.584
O -5.4650 3.8670 1.3054 -0.1 0.5 0.1 -0.566
O -4.6507 1.7714 1.1926 0.3 0.4 0.3 -0.336
H -4.4928 -0.9633 -0.6368 -0.3 -0.3 0.1 0.404
H -6.0274 -0.1550 -0.2643 -0.1 0.1 0.2 0.457
H -5.0138 -0.8899 1.0498 -0.2 0.0 0.0 0.190
H -3.1335 0.5586 0.3677 0.0 0.4 0.5 -0.805
H -4.8145 1.2832 -1.8599 0.0 0.2 -0.1 0.319
H -3.2198 2.0080 -1.4714 0.0 -0.1 -0.1 -0.042
```
Forces are in eV/Å.

Its structure (SMILES) is C[C@H]1COC(=O)O1.C[C@H]1COC(=O)O1.C1CCOC1.C1CCOC1.C1CCOC1.C1CCOC1.C1CCOC1.C1CCOC1.C1CCOC1. Its orbital gap is 9.86 eV. As for the net charge: 0.

***

C36H69BBrN4O8 | ωB97M-V with the def2-TZVPD basis set

XYZ file:
```
119
Properties=species:S:1:pos:R:3:forces:R:3:mulliken_spin:R:1
C 5.6005 -1.9684 0.2164 0.0 -0.1 -0.1 0.000
C 5.9303 -1.4621 -1.1926 0.2 0.0 0.1 0.000
C 5.5068 -0.0171 -1.4875 0.1 -0.1 -0.3 0.000
C 4.0601 0.2291 -1.9814 -0.1 0.2 0.2 0.000
C 3.1024 -0.9525 -1.9113 0.0 0.1 -0.3 0.000
B 1.5448 -0.6316 -2.1191 -0.1 -0.7 0.6 0.000
Br 1.2629 0.0875 -4.0723 -0.1 0.3 -0.5 0.000
O 0.7676 -1.8609 -1.9313 0.4 0.1 0.1 0.000
C -0.2741 -1.6543 -1.0158 0.0 -0.1 -0.1 0.000
C -0.3600 -2.9958 -0.2640 -0.1 0.0 0.3 0.000
C -1.6434 -3.3124 0.5238 0.0 -0.2 -0.1 0.000
C -2.1049 -4.7488 0.3904 -0.2 0.5 0.2 0.000
O -1.4123 -5.6868 0.1735 0.3 -0.4 -0.4 0.000
O -3.4712 -4.9280 0.5757 0.1 -0.3 0.2 0.000
C -1.5170 -1.3556 -1.8748 -0.2 -0.3 0.3 0.000
C -1.9610 -2.5666 -2.6486 0.4 0.5 -0.7 0.000
C -3.1466 -2.4533 -3.4897 -1.1 -1.3 1.4 -0.001
O -3.1325 -3.2295 -2.2098 0.1 0.2 -0.4 0.000
C 0.1675 -0.3249 -0.2389 -0.2 0.2 -0.3 0.000
N -0.9087 0.6175 0.0946 0.0 -0.1 0.1 0.000
C -2.0317 0.2614 0.9407 0.0 0.0 0.1 0.000
C -3.0435 1.3985 0.9549 0.3 0.2 0.1 0.000
N 1.0955 -0.5857 0.8754 -0.1 0.4 0.2 0.000
C 0.5721 -1.0976 2.1404 0.1 -0.1 0.1 0.000
C 2.0083 0.4770 1.2087 -0.3 -0.1 -0.2 0.000
C 1.5800 1.9171 1.0953 0.1 0.1 -0.3 -0.001
O 3.0737 0.1996 1.7006 0.1 -0.3 0.1 0.000
O 0.8953 0.3324 -1.2184 0.2 0.2 0.1 0.000
H 6.2777 -2.7824 0.4940 0.0 0.0 0.0 0.000
H 5.7146 -1.1717 0.9550 0.0 0.0 0.0 0.000
H 4.5857 -2.3578 0.2934 0.0 0.1 0.0 0.000
H 7.0198 -1.5129 -1.3108 -0.1 0.0 0.0 0.000
H 5.5146 -2.1414 -1.9418 0.0 0.0 0.0 0.000
H 5.6986 0.5659 -0.5859 0.0 0.1 0.1 0.000
H 6.1963 0.3682 -2.2481 0.0 0.1 0.1 0.000
H 4.0980 0.5924 -3.0121 -0.1 0.0 0.0 0.000
H 3.6234 1.0545 -1.4012 0.1 0.0 0.0 0.000
H 3.3587 -1.6774 -2.6947 0.0 -0.1 0.1 0.000
H 3.1969 -1.4683 -0.9499 -0.1 0.1 0.0 0.000
H -0.2186 -3.7755 -1.0132 0.0 0.1 0.0 0.000
H 0.5156 -3.0576 0.3844 0.0 -0.1 -0.1 0.000
H -2.4807 -2.6869 0.2232 0.0 0.1 0.1 0.000
H -1.4752 -3.1856 1.6003 -0.2 0.1 0.0 0.000
H -3.7081 -4.6300 1.4629 -0.1 0.3 -0.1 0.000
H -2.3829 -1.0429 -1.2890 0.0 0.2 -0.1 0.000
H -1.2371 -0.5858 -2.5967 0.0 0.1 0.1 0.000
H -1.1623 -3.2037 -3.0193 0.0 -0.1 0.1 0.000
H -3.8405 -1.6293 -3.3662 0.3 0.3 -0.3 0.001
H -3.3582 -3.1513 -4.2897 0.3 0.3 -0.4 0.000
H -1.2038 1.0366 -0.7782 -0.1 0.0 0.0 0.000
H -2.5393 -0.6667 0.6480 0.0 0.0 0.0 0.000
H -1.6793 0.1078 1.9624 0.0 0.0 0.0 0.000
H -2.5662 2.3035 1.3414 0.0 0.0 0.0 0.000
H -3.3983 1.6254 -0.0535 -0.1 -0.1 0.0 0.000
H -3.8923 1.1676 1.5995 -0.1 -0.1 -0.1 0.000
H 0.1827 -0.3058 2.7972 0.0 0.0 0.0 0.000
H 1.3757 -1.6044 2.6762 -0.1 -0.1 0.0 0.000
H -0.2381 -1.7912 1.9506 0.0 0.0 0.1 0.000
H 2.2312 2.5148 1.7321 0.0 0.0 0.0 0.001
H 0.5261 2.0501 1.3323 0.1 0.0 0.1 0.000
H 1.6954 2.2244 0.0545 0.0 0.0 0.0 0.000
C -10.0036 -3.0325 -0.5554 0.1 0.0 0.1 0.022
C -9.1258 -2.1700 -1.4875 -0.3 -0.1 0.2 0.003
C -8.7675 -2.9069 -2.7885 0.1 0.0 -0.1 0.032
C -7.6821 -3.9692 -2.6393 -0.1 0.0 0.1 -0.016
C -6.4430 -3.3777 -1.9742 0.0 0.0 -0.2 0.025
C -6.7479 -2.7308 -0.6238 0.0 -0.2 0.4 0.029
N -7.8617 -1.7326 -0.8061 0.2 -0.2 -0.7 0.414
O -7.4444 -0.5974 -1.2197 0.0 0.3 0.2 0.528
C -7.0814 -3.8200 0.4033 0.0 0.1 0.1 0.034
C -5.5254 -1.9863 -0.1032 0.1 0.1 0.0 -0.034
C -9.9354 -0.9268 -1.8394 0.0 0.0 -0.1 -0.004
H -9.4543 -3.4863 0.2589 0.0 0.0 0.0 -0.013
H -10.7769 -2.4145 -0.0977 0.0 0.0 0.0 -0.002
H -10.4980 -3.8292 -1.1129 0.0 0.0 0.0 0.000
H -8.4269 -2.1650 -3.5173 0.0 0.0 0.1 0.002
H -9.6858 -3.3433 -3.1896 0.0 0.0 0.0 0.002
H -8.0587 -4.8264 -2.0732 0.0 0.0 0.0 -0.002
H -7.4146 -4.3498 -3.6268 0.0 0.0 0.0 0.001
H -5.6707 -4.1347 -1.8232 0.0 0.0 0.0 -0.001
H -6.0105 -2.6210 -2.6353 0.0 0.0 0.0 -0.002
H -7.4199 -3.3795 1.3433 0.0 0.0 0.0 -0.021
H -6.1685 -4.3843 0.5962 0.0 0.0 0.0 0.001
H -7.8267 -4.5338 0.0631 0.0 0.0 0.0 0.002
H -5.1533 -1.2625 -0.8236 0.0 0.0 0.0 0.013
H -4.7384 -2.7167 0.0801 0.0 0.0 0.0 0.004
H -5.7577 -1.4594 0.8250 0.0 0.0 0.0 -0.016
H -10.1021 -0.3102 -0.9562 0.0 0.0 0.0 -0.005
H -10.9037 -1.2557 -2.2242 0.0 0.0 0.0 0.001
H -9.4453 -0.3178 -2.5938 0.0 0.0 0.0 0.003
C 6.2300 7.0915 1.9285 -0.1 -0.1 0.0 0.023
C 7.0145 6.0323 2.7326 -0.2 0.4 -0.1 -0.001
C 8.2847 5.5743 1.9988 0.1 -0.1 0.0 0.035
C 8.0383 4.6079 0.8446 -0.1 0.0 0.0 -0.023
C 7.2036 3.4187 1.3109 0.2 0.0 0.1 0.032
C 5.8749 3.8392 1.9439 -0.4 0.1 -0.2 -0.026
N 6.1663 4.8330 3.0402 0.7 -0.3 -0.2 0.422
O 6.4834 4.2736 4.1452 -0.2 0.0 0.3 0.530
C 4.9413 4.3969 0.8606 0.0 0.1 0.0 0.047
C 5.1589 2.6425 2.5567 0.2 -0.1 0.1 -0.003
C 7.4226 6.6848 4.0492 0.1 0.0 0.0 0.000
H 5.3703 6.6893 1.4097 0.0 0.0 0.0 -0.012
H 5.8516 7.8623 2.6010 0.0 0.0 0.0 -0.003
H 6.8716 7.5760 1.1911 0.0 0.0 0.0 0.000
H 8.9394 5.0837 2.7260 -0.1 0.0 0.0 0.003
H 8.8121 6.4668 1.6521 0.0 0.0 0.0 0.003
H 7.5531 5.1204 0.0092 0.0 0.0 0.0 -0.001
H 8.9989 4.2511 0.4672 0.0 0.0 0.0 0.002
H 6.9872 2.7468 0.4820 0.0 -0.1 -0.1 0.005
H 7.7777 2.8448 2.0460 -0.1 0.0 0.0 0.000
H 4.0382 4.8189 1.3055 0.0 0.0 0.0 -0.024
H 4.6434 3.5697 0.2146 0.0 0.0 0.0 0.001
H 5.4001 5.1477 0.2225 0.0 0.0 0.0 0.001
H 5.7868 2.1023 3.2614 0.0 0.1 0.0 0.005
H 4.8648 1.9563 1.7665 0.0 0.0 -0.1 0.000
H 4.2543 2.9547 3.0805 0.0 0.0 0.0 -0.011
H 6.5464 6.9105 4.6569 0.0 0.0 0.0 -0.006
H 7.9361 7.6204 3.8144 0.0 0.0 0.0 0.001
H 8.0887 6.0535 4.6309 0.0 0.0 0.0 0.003
```
Forces are in eV/Å.

As for the spin multiplicity: 3. Its orbital gap (spin up / spin down) is 7.65 / 7.61 eV. As for the net charge: -1.

***

The records above yield energy relative to the best compared isomer or geometry (same formula, charge and spin) values of 0.351; 0.000 eV, respectively.
The records above yield max |F| values of 1.96; 2.21 eV/A, respectively.